1.
{
  "formula": "C4H13NP",
  "method": "ωB97M-V/def2-TZVPD",
  "orbital_gap_ev": [9.4, 7.0],
  "total_charge": 1,
  "multiplicity": 1,
  "e_lumo_ha": [-0.160, -0.178],
  "species": ["C", "C", "C", "C", "N", "P", "H", "H", "H", "H", "H", "H", "H", "H", "H", "H", "H", "H", "H"],
  "positions_angstrom": [[-3.000, -0.271, -1.025], [3.973, 0.656, 0.196], [-2.347, 0.468, 0.123], [-0.629, -0.939, 0.866], [-0.783, 0.349, 0.312], [2.688, -0.200, -0.818], [-2.438, 0.061, -1.910], [-2.635, -1.365, -0.939], [-4.011, -0.136, -1.138], [3.255, 0.930, 1.012], [4.323, 1.560, -0.336], [4.897, 0.152, 0.515], [-2.675, 0.018, 1.086], [-2.557, 1.561, 0.157], [-0.332, -1.736, 0.224], [-0.709, -0.998, 1.889], [-0.347, 0.960, 1.051], [-0.069, 0.368, -0.426], [3.395, -1.440, -0.839]],
  "lowdin_charge": [-0.050, -0.467, -0.154, 0.046, -0.008, 0.733, 0.091, 0.116, 0.062, 0.005, 0.028, 0.039, 0.127, 0.138, 0.085, 0.071, 0.196, 0.086, -0.143]
}


2.
{
  "formula": "C4H13NP2S2",
  "method": "ωB97M-V/def2-TZVPD",
  "orbital_gap_ev": [5.8, 5.8],
  "multiplicity": 1,
  "e_lumo_ha": [-0.080, -0.080],
  "species": ["C", "C", "C", "C", "N", "P", "P", "S", "S", "H", "H", "H", "H", "H", "H", "H", "H", "H", "H", "H", "H", "H"],
  "positions_angstrom": [[2.691, -2.019, -0.920], [-0.189, -1.901, -1.415], [-1.878, 2.611, -0.498], [-0.763, 2.051, 2.156], [1.431, 0.452, -0.745], [1.247, -1.094, -0.478], [-1.277, 1.194, 0.620], [-2.614, -0.197, 0.809], [0.916, -1.907, 1.500], [3.131, -1.743, -1.990], [3.654, -1.770, -0.380], [2.527, -3.108, -1.019], [0.013, -1.710, -2.541], [-0.138, -2.983, -1.603], [-1.117, -1.496, -0.909], [-2.458, 3.143, 0.300], [-1.007, 2.953, -1.080], [-2.557, 1.985, -1.080], [-1.202, 2.936, 2.521], [-0.697, 1.272, 2.939], [0.169, 2.255, 1.857], [0.118, -0.923, 1.956]],
  "lowdin_charge": [-0.318, -0.278, -0.245, -0.269, -0.282, 0.167, 0.399, 0.233, 0.415, 0.093, 0.062, 0.046, 0.065, 0.027, -0.040, 0.053, 0.048, 0.009, 0.040, 0.053, -0.022, -0.259]
}


3.
{
  "formula": "C4H13NPS",
  "method": "ωB97M-V/def2-TZVPD",
  "smiles": "C[C@@H](SP)[NH+](C)C",
  "orbital_gap_ev": 10.4,
  "total_charge": 1,
  "multiplicity": 1,
  "e_lumo_ha": -0.109,
  "species": ["C", "C", "S", "P", "N", "C", "C", "H", "H", "H", "H", "H", "H", "H", "H", "H", "H", "H", "H", "H"],
  "positions_angstrom": [[1.964, -0.838, 0.192], [0.332, -0.709, 0.321], [0.036, -0.392, 2.024], [-2.065, -0.281, 2.057], [-0.208, 0.378, -0.461], [0.523, 1.617, -0.641], [-0.872, -0.141, -1.712], [2.065, -1.673, -0.443], [2.555, -0.995, 1.097], [2.364, 0.081, -0.216], [0.015, -1.721, -0.030], [-2.795, -1.190, 2.842], [-1.975, 0.746, 2.966], [-1.101, 0.598, 0.106], [1.051, 1.404, -1.649], [-0.138, 2.413, -0.726], [1.199, 1.663, 0.156], [-0.105, -0.519, -2.418], [-1.332, -1.056, -1.392], [-1.513, 0.613, -2.073]],
  "lowdin_charge": [-0.047, -0.710, 0.625, 0.573, -0.301, 0.013, 0.035, 0.063, 0.082, 0.061, 0.129, -0.112, -0.136, 0.073, 0.154, 0.096, 0.079, 0.131, 0.092, 0.101]
}


4.
{
  "formula": "C4H13NSi2",
  "method": "ωB97M-V/def2-TZVPD",
  "orbital_gap_ev": [6.5, 8.5],
  "multiplicity": 3,
  "e_lumo_ha": [0.033, -0.063],
  "species": ["C", "C", "C", "C", "N", "Si", "Si", "H", "H", "H", "H", "H", "H", "H", "H", "H", "H", "H", "H", "H"],
  "positions_angstrom": [[3.107, -0.304, 1.195], [0.847, -0.806, -0.910], [-3.105, 0.108, 0.408], [-1.579, 1.214, -0.905], [-1.891, 0.084, -0.332], [1.929, 0.472, -0.015], [-0.728, -1.231, 0.175], [2.777, -0.230, 2.244], [2.920, -1.378, 1.176], [0.578, -0.459, -1.989], [1.597, -1.701, -0.790], [-3.743, 0.885, -0.108], [-3.480, -0.822, 0.298], [-3.115, 0.420, 1.440], [4.112, 0.122, 1.056], [-0.756, 1.118, -1.487], [-2.157, 2.122, -0.633], [1.192, 1.522, 0.682], [2.718, 1.324, -0.982], [-1.225, -2.461, -0.522]],
  "lowdin_spin": [0.004, 0.105, 0.042, 0.563, 0.350, 0.024, 0.666, 0.001, 0.002, 0.015, 0.000, 0.007, 0.004, 0.012, 0.000, 0.047, 0.051, 0.007, 0.000, 0.098]
}


5.
{
  "formula": "C4H13O4",
  "method": "ωB97M-V/def2-TZVPD",
  "orbital_gap_ev": 7.5,
  "total_charge": -1,
  "multiplicity": 1,
  "e_lumo_ha": 0.122,
  "species": ["C", "C", "C", "O", "C", "O", "H", "H", "H", "H", "H", "H", "H", "H", "H", "H", "H", "O", "H", "H", "O"],
  "positions_angstrom": [[-0.670, -1.522, -1.151], [0.101, -1.356, 0.143], [0.293, 0.141, 0.474], [1.044, 0.652, -0.624], [-2.163, -1.146, -0.934], [-2.868, -1.588, -2.111], [-0.287, -0.834, -1.915], [-0.720, -2.527, -1.594], [1.138, -1.702, 0.113], [-0.300, -1.865, 1.016], [-0.690, 0.633, 0.554], [0.870, 0.270, 1.386], [-2.655, -0.593, -2.113], [-2.202, -0.108, -0.518], [-2.498, -1.815, -0.144], [1.179, 1.627, -0.508], [2.859, 2.456, 0.244], [2.045, 2.927, 0.465], [1.906, 2.338, 1.426], [1.621, 2.330, 3.197], [1.996, 1.681, 2.593]],
  "lowdin_charge": [-0.193, -0.195, -0.272, -0.120, -0.323, -0.091, 0.108, 0.111, 0.109, 0.103, 0.104, 0.079, 0.089, 0.126, 0.113, 0.047, -0.005, -0.257, -0.046, -0.083, -0.404]
}


6.
{
  "formula": "C4H13O4",
  "method": "ωB97M-V/def2-TZVPD",
  "orbital_gap_ev": 8.7,
  "total_charge": -1,
  "multiplicity": 1,
  "e_lumo_ha": 0.148,
  "species": ["C", "C", "C", "O", "C", "O", "H", "H", "H", "H", "H", "H", "H", "H", "H", "H", "H", "O", "H", "H", "O"],
  "positions_angstrom": [[-1.597, -0.750, 0.531], [-0.969, 0.073, 1.597], [0.469, 0.449, 1.053], [1.151, -0.750, 1.014], [-1.761, 0.006, -0.854], [-0.801, -0.247, -1.808], [-0.973, -1.598, 0.275], [-2.682, -1.151, 0.565], [-0.673, -0.609, 2.449], [-1.636, 0.725, 2.075], [0.497, 0.732, 0.019], [0.923, 1.235, 1.687], [-1.707, 1.004, -0.642], [-2.771, -0.126, -1.298], [0.291, -0.349, -1.446], [1.566, -0.821, 0.077], [1.652, -1.571, -1.797], [1.628, -0.640, -1.430], [2.260, 2.266, -0.685], [2.351, 0.594, -0.879], [2.783, 1.528, -0.503]],
  "lowdin_charge": [-0.208, -0.184, -0.310, -0.135, -0.357, -0.197, 0.096, 0.114, 0.114, 0.072, 0.066, 0.110, 0.059, 0.097, 0.043, 0.025, 0.061, -0.321, -0.037, 0.043, -0.152]
}


Which formula does entry 5 have? C4H13O4


Number 2 is which compound? C4H13NP2S2


Number 4 is which compound? C4H13NSi2